[1]
{"formula": "C3H5NO2", "method": "wB97M-V/def2-TZVPD", "total_energy_ha": -322.504467, "smiles": "CO[C@H](O)C#N", "relative_energy_kcal_mol": 43.8, "fmax_ev_per_a": 1.92, "homo_energy_ha": -0.406, "species": ["C", "O", "C", "O", "C", "N", "H", "H", "H", "H", "H"], "positions_angstrom": [[-1.540, -0.593, 0.006], [-0.188, -0.626, -0.409], [0.653, 0.344, 0.273], [0.566, 1.628, -0.236], [1.938, -0.304, 0.029], [3.002, -0.689, -0.156], [-2.084, -1.255, -0.664], [-1.632, -0.952, 1.037], [-1.950, 0.420, -0.059], [0.440, 0.404, 1.353], [0.796, 1.624, -1.176]], "forces_ev_per_angstrom": [[-0.20, 0.17, 0.11], [0.30, 1.12, 0.72], [-1.04, -1.37, -0.84], [-0.15, -0.04, 0.12], [1.35, 0.52, 0.27], [-0.09, -0.18, -0.04], [-0.04, 0.04, 0.07], [-0.05, -0.01, -0.06], [-0.02, -0.10, -0.04], [-0.06, -0.03, -0.40], [0.02, -0.12, 0.10]], "nbo_charge": [-0.260, -0.528, 0.280, -0.680, 0.230, -0.283, 0.203, 0.171, 0.180, 0.198, 0.488]}

[2]
{"formula": "C12H38AgN10O6", "method": "wB97M-V/def2-TZVPD", "total_energy_ha": -1625.924527, "total_charge": 1, "relative_energy_kcal_mol": 31.7, "fmax_ev_per_a": 2.77, "homo_energy_ha": -0.391, "species": ["Ag", "C", "C", "C", "O", "C", "N", "H", "H", "H", "H", "H", "H", "H", "H", "H", "H", "H", "C", "C", "C", "O", "C", "N", "H", "H", "H", "H", "H", "H", "H", "H", "H", "H", "H", "C", "O", "N", "N", "H", "H", "H", "H", "C", "O", "N", "N", "H", "H", "H", "H", "C", "O", "N", "N", "H", "H", "H", "H", "C", "O", "N", "N", "H", "H", "H", "H"], "positions_angstrom": [[-0.320, -0.943, -0.545], [2.127, 2.619, -2.573], [0.827, 2.547, -1.719], [-0.306, 3.474, -2.113], [-1.380, 3.360, -1.215], [-2.353, 4.384, -1.362], [0.381, 1.106, -1.800], [2.708, 3.522, -2.382], [1.973, 2.457, -3.643], [2.828, 1.813, -2.341], [1.175, 2.762, -0.704], [-0.525, 3.318, -3.178], [0.022, 4.523, -2.109], [-3.251, 4.048, -0.845], [-2.614, 4.566, -2.404], [-2.010, 5.279, -0.840], [-0.576, 1.329, -1.504], [0.273, 0.968, -2.805], [3.057, -2.115, 1.429], [2.580, -0.698, 1.024], [3.588, 0.329, 1.423], [3.065, 1.609, 1.733], [3.971, 2.513, 2.275], [2.139, -0.687, -0.394], [2.510, -2.903, 0.906], [2.831, -2.307, 2.476], [4.088, -2.338, 1.147], [1.670, -0.410, 1.562], [4.398, 0.371, 0.681], [4.111, -0.027, 2.321], [3.546, 3.519, 2.220], [4.953, 2.524, 1.796], [4.003, 2.355, 3.363], [2.836, -1.185, -0.933], [1.941, 0.250, -0.711], [-0.215, -3.662, 2.300], [-0.045, -2.930, 1.316], [-0.411, -4.995, 2.267], [-0.417, -3.123, 3.534], [-0.207, -5.518, 1.437], [-0.603, -5.427, 3.149], [-0.431, -3.660, 4.382], [-0.147, -2.159, 3.635], [-1.196, 1.399, 2.032], [-0.870, 0.538, 1.228], [-1.378, 1.154, 3.358], [-1.278, 2.745, 1.765], [-1.247, 0.204, 3.662], [-1.660, 1.812, 4.056], [-1.205, 2.890, 0.763], [-1.481, 3.456, 2.434], [-3.744, 0.031, -1.669], [-2.520, 0.065, -1.682], [-4.511, 1.120, -1.369], [-4.505, -1.031, -2.042], [-5.512, 1.123, -1.346], [-4.061, 2.001, -1.212], [-3.976, -1.815, -2.385], [-5.484, -1.085, -1.849], [-0.694, -3.917, -2.132], [-0.497, -2.713, -2.276], [-0.134, -4.657, -1.134], [-1.638, -4.603, -2.854], [0.267, -4.026, -0.446], [-0.591, -5.499, -0.846], [-1.651, -5.604, -2.863], [-2.224, -4.045, -3.447]], "forces_ev_per_angstrom": [[0.13, -0.55, -0.12], [-0.13, 0.24, 0.05], [2.06, -1.07, -0.40], [1.33, 1.29, -0.54], [-0.35, -0.58, -0.25], [-0.04, -0.30, 0.44], [-1.19, 2.50, -0.05], [-0.25, 0.24, -0.30], [-0.34, 0.48, -0.05], [-0.35, -0.16, 0.55], [-0.45, -0.12, 0.19], [-0.71, -0.43, 0.12], [0.33, -0.01, 0.22], [-0.04, -0.04, 0.03], [0.18, 0.12, -0.04], [0.01, 0.25, -0.34], [-0.37, -1.33, 0.01], [-0.01, -0.41, 0.03], [-0.74, -0.09, -0.55], [-1.26, -0.37, -0.18], [1.83, 0.30, 0.88], [-1.03, -0.65, -1.44], [-0.26, 0.69, 1.02], [0.51, -0.65, 1.23], [-0.37, 0.36, -0.18], [0.55, 0.15, 0.15], [0.25, 0.44, 0.44], [0.02, -0.40, 0.34], [-0.11, 0.33, -0.29], [-0.12, -0.16, 0.18], [-0.04, -0.09, -0.47], [0.02, -0.21, 0.10], [0.72, -0.27, -0.10], [-0.10, 0.36, -0.49], [0.31, 0.01, -0.39], [-0.93, 1.30, -0.65], [0.39, -0.94, 0.49], [0.22, -0.11, -0.04], [0.26, 0.69, 0.44], [-0.02, -0.12, 0.16], [0.06, -0.63, -0.21], [0.09, -0.16, -0.04], [-0.03, -0.06, -0.10], [0.54, 1.64, 1.43], [-0.43, 0.27, 0.10], [0.02, -1.55, 0.35], [0.16, -1.65, -1.85], [-0.12, 0.12, -0.03], [-0.05, 0.31, -0.16], [-0.08, 0.86, 0.21], [-0.09, 0.11, 0.07], [-0.61, 0.77, -0.26], [-0.24, -0.24, -0.02], [0.25, 0.60, 0.42], [1.03, -0.57, -0.12], [-0.06, -0.20, -0.16], [0.25, -0.06, 0.13], [-0.36, -0.20, 0.19], [-0.09, -0.15, -0.10], [-1.37, -0.21, 0.42], [0.06, -0.32, -0.13], [0.92, 0.77, -0.28], [0.41, 0.66, -0.02], [0.01, -0.46, 0.37], [-0.07, -0.01, 0.12], [-0.20, -0.04, -0.20], [0.11, -0.32, -0.34]], "nbo_charge": [0.910, -0.623, -0.080, -0.085, -0.568, -0.249, -0.885, 0.220, 0.208, 0.222, 0.204, 0.175, 0.179, 0.181, 0.190, 0.185, 0.395, 0.362, -0.623, -0.088, -0.070, -0.548, -0.250, -0.899, 0.223, 0.215, 0.211, 0.206, 0.164, 0.166, 0.190, 0.176, 0.169, 0.369, 0.402, 0.785, -0.705, -0.821, -0.834, 0.407, 0.397, 0.391, 0.403, 0.802, -0.721, -0.837, -0.860, 0.393, 0.398, 0.427, 0.400, 0.791, -0.697, -0.841, -0.839, 0.392, 0.402, 0.408, 0.399, 0.792, -0.701, -0.854, -0.847, 0.431, 0.379, 0.397, 0.408]}

[3]
{"formula": "C27H20IInN6O4", "method": "wB97M-V/def2-TZVPD", "total_energy_ha": -2158.301268, "fmax_ev_per_a": 2.23, "homo_energy_ha": -0.318, "species": ["In", "O", "C", "N", "C", "O", "C", "C", "C", "C", "C", "N", "C", "C", "C", "C", "C", "N", "H", "H", "H", "H", "H", "H", "H", "H", "C", "C", "C", "C", "N", "C", "C", "C", "C", "C", "C", "C", "H", "H", "H", "H", "H", "H", "H", "H", "O", "C", "O", "H", "I", "C", "C", "N", "N", "C", "H", "H", "H"], "positions_angstrom": [[0.230, 0.240, 0.222], [-1.917, -2.472, -0.172], [-2.051, -1.346, -0.620], [-1.060, -0.704, -1.293], [-1.245, -0.099, -2.466], [-2.160, -0.292, -3.250], [-0.068, 0.761, -2.859], [0.195, 0.986, -4.206], [1.310, 1.728, -4.552], [2.100, 2.249, -3.537], [1.758, 1.985, -2.220], [0.707, 1.247, -1.897], [-3.229, -0.491, -0.294], [-4.416, -1.022, 0.198], [-5.406, -0.143, 0.608], [-5.177, 1.218, 0.495], [-3.955, 1.646, -0.014], [-3.002, 0.816, -0.387], [-0.470, 0.564, -4.944], [1.558, 1.896, -5.590], [2.969, 2.849, -3.763], [2.347, 2.366, -1.395], [-4.532, -2.092, 0.264], [-6.336, -0.505, 1.023], [-5.925, 1.929, 0.811], [-3.718, 2.699, -0.100], [3.192, -1.002, -3.098], [4.301, -0.557, -2.394], [4.263, -0.549, -1.011], [3.082, -0.930, -0.373], [2.004, -1.301, -1.061], [2.064, -1.367, -2.381], [2.937, -0.932, 1.088], [3.989, -1.297, 1.926], [3.817, -1.282, 3.297], [2.613, -0.873, 3.841], [1.569, -0.498, 3.010], [1.723, -0.555, 1.643], [3.208, -1.042, -4.176], [5.183, -0.220, -2.921], [5.114, -0.212, -0.441], [1.169, -1.730, -2.873], [4.938, -1.599, 1.503], [4.624, -1.584, 3.949], [2.496, -0.821, 4.913], [0.638, -0.139, 3.428], [1.584, 2.336, 0.773], [0.498, 2.735, 1.180], [-0.597, 2.155, 1.041], [0.463, 3.697, 1.739], [-4.701, -0.018, 4.919], [-3.204, -0.589, 3.583], [-2.887, -1.872, 3.188], [-1.836, -1.757, 2.363], [-1.492, -0.487, 2.175], [-2.300, 0.246, 2.918], [-3.327, -2.810, 3.459], [-1.428, -2.471, 1.767], [-2.204, 1.314, 2.963]], "forces_ev_per_angstrom": [[0.49, 0.02, 0.44], [-0.21, 0.01, -0.26], [-0.61, -0.67, -0.10], [1.24, 0.12, 0.88], [-0.04, -0.07, -0.49], [-0.02, 0.11, -0.05], [-0.19, 0.22, -0.69], [-0.13, -0.04, 0.14], [0.00, 0.06, 0.22], [-0.12, -0.05, -0.06], [0.51, 0.39, -0.07], [-0.28, -0.28, 0.47], [-0.66, 0.05, 0.32], [0.22, 0.01, -0.05], [0.05, 0.09, -0.05], [0.06, -0.13, 0.02], [-0.23, 0.19, 0.17], [0.05, -0.01, -0.24], [-0.06, -0.02, 0.02], [0.00, 0.04, -0.05], [0.06, 0.01, 0.06], [-0.05, -0.03, 0.03], [-0.02, -0.10, 0.01], [-0.03, -0.06, -0.03], [-0.01, 0.10, 0.00], [-0.06, 0.07, 0.02], [-0.04, -0.05, 0.01], [-0.07, -0.09, 0.11], [-0.05, 0.03, -0.16], [0.38, -0.08, -0.26], [-0.05, -0.06, 0.20], [0.24, -0.11, -0.40], [0.21, -0.05, 0.62], [0.00, 0.04, -0.26], [0.10, -0.02, 0.13], [-0.04, 0.08, 0.10], [0.04, -0.03, 0.21], [-0.98, 0.46, -1.05], [-0.09, -0.05, -0.09], [0.09, -0.02, -0.01], [0.04, 0.03, 0.12], [-0.02, 0.05, -0.06], [0.08, -0.08, -0.03], [0.10, -0.01, 0.02], [-0.02, -0.04, 0.14], [-0.04, -0.06, 0.11], [0.67, -0.44, -0.51], [0.59, 1.94, 0.93], [-1.11, -1.38, -0.40], [-0.01, -0.19, -0.16], [0.33, -0.15, -0.37], [-0.43, 0.03, 0.44], [-0.01, 0.27, 0.22], [-0.13, -0.22, 0.29], [0.56, 0.26, -0.76], [-0.18, -0.17, 0.20], [-0.02, -0.23, -0.02], [-0.16, 0.17, 0.14], [0.04, 0.15, -0.14]], "nbo_charge": [1.707, -0.600, 0.702, -0.813, 0.652, -0.614, 0.143, -0.211, -0.152, -0.244, 0.068, -0.495, 0.072, -0.203, -0.169, -0.240, 0.060, -0.405, 0.251, 0.223, 0.227, 0.242, 0.235, 0.222, 0.222, 0.200, -0.261, -0.158, -0.244, 0.193, -0.457, 0.055, -0.036, -0.206, -0.223, -0.201, -0.234, -0.422, 0.222, 0.218, 0.226, 0.209, 0.206, 0.211, 0.210, 0.216, -0.694, 0.653, -0.756, 0.096, 0.168, -0.281, -0.062, -0.305, -0.291, -0.061, 0.234, 0.453, 0.244]}

[4]
{"formula": "C22H15AuN6O2SSe", "method": "wB97M-V/def2-TZVPD", "total_energy_ha": -4261.104119, "total_charge": 2, "relative_energy_kcal_mol": 25.9, "fmax_ev_per_a": 0.98, "homo_energy_ha": -0.516, "species": ["Au", "N", "C", "C", "C", "C", "C", "C", "N", "C", "C", "C", "S", "C", "N", "H", "H", "H", "H", "H", "H", "H", "O", "C", "O", "C", "C", "C", "C", "C", "C", "H", "H", "H", "H", "H", "Se", "N", "C", "C", "C", "C", "N", "C", "N", "H", "H", "H"], "positions_angstrom": [[0.144, -0.515, -0.030], [3.908, -1.099, 1.512], [4.383, -1.029, 0.205], [5.669, -1.147, -0.306], [5.784, -1.116, -1.679], [4.658, -0.991, -2.507], [3.384, -0.861, -1.994], [3.259, -0.856, -0.607], [2.146, -0.793, 0.243], [2.581, -0.995, 1.482], [1.631, -1.198, 2.553], [1.810, -1.423, 3.880], [0.297, -1.677, 4.628], [-0.497, -1.469, 3.142], [0.314, -1.230, 2.148], [4.460, -1.321, 2.326], [6.530, -1.282, 0.334], [6.761, -1.217, -2.131], [4.796, -1.013, -3.579], [2.525, -0.777, -2.638], [2.727, -1.449, 4.447], [-1.569, -1.513, 3.034], [-2.353, -0.049, 1.583], [-2.671, -0.417, 0.466], [-1.746, -0.576, -0.494], [-4.038, -0.713, 0.014], [-5.092, -0.165, 0.744], [-6.394, -0.425, 0.359], [-6.640, -1.240, -0.741], [-5.589, -1.793, -1.462], [-4.282, -1.524, -1.094], [-4.879, 0.455, 1.604], [-7.219, 0.002, 0.913], [-7.660, -1.449, -1.035], [-5.791, -2.432, -2.310], [-3.460, -1.950, -1.652], [2.117, 2.627, -3.486], [1.360, 4.012, -2.727], [0.682, 3.566, -1.685], [-0.116, 4.356, -0.816], [-0.780, 3.719, 0.189], [-0.665, 2.319, 0.349], [0.092, 1.567, -0.422], [0.765, 2.142, -1.472], [1.471, 1.451, -2.326], [-0.191, 5.423, -0.979], [-1.415, 4.252, 0.881], [-1.209, 1.810, 1.137]], "forces_ev_per_angstrom": [[0.09, 0.38, 0.90], [0.04, -0.13, 0.04], [-0.06, 0.04, -0.05], [0.02, -0.04, 0.02], [0.04, -0.01, 0.01], [-0.04, 0.00, -0.02], [0.03, -0.01, 0.05], [0.10, 0.09, -0.01], [-0.11, 0.14, -0.20], [0.03, 0.02, 0.05], [0.02, -0.01, 0.13], [-0.05, 0.02, 0.01], [0.00, 0.02, -0.06], [-0.04, -0.03, 0.07], [-0.08, -0.31, -0.52], [0.00, 0.02, 0.00], [-0.01, 0.01, 0.00], [0.00, 0.00, 0.01], [-0.01, 0.00, 0.01], [-0.04, -0.01, -0.02], [-0.02, 0.02, -0.01], [0.02, -0.01, 0.03], [0.00, 0.17, -0.12], [-0.02, -0.08, 0.02], [0.23, 0.06, 0.09], [0.01, 0.02, 0.02], [-0.05, -0.04, 0.05], [-0.01, -0.01, -0.03], [0.00, 0.01, 0.02], [-0.01, 0.01, -0.01], [-0.02, 0.03, -0.02], [0.00, 0.00, -0.01], [0.01, -0.01, 0.00], [0.00, 0.00, 0.00], [0.00, 0.00, 0.00], [0.00, 0.00, 0.00], [0.00, 0.00, -0.01], [0.02, 0.03, -0.05], [0.02, -0.10, 0.04], [-0.04, -0.03, 0.05], [0.02, 0.03, -0.04], [0.09, -0.07, 0.09], [-0.12, -0.34, -0.40], [-0.05, 0.14, -0.09], [0.00, -0.01, -0.03], [0.01, 0.00, 0.01], [0.00, 0.01, -0.01], [-0.03, -0.02, 0.02]], "nbo_charge": [1.532, -0.478, 0.169, -0.232, -0.164, -0.188, -0.202, 0.078, -0.541, 0.413, 0.039, -0.385, 0.621, -0.097, -0.511, 0.448, 0.248, 0.247, 0.241, 0.245, 0.277, 0.292, -0.671, 0.778, -0.655, -0.152, -0.172, -0.204, -0.146, -0.206, -0.178, 0.233, 0.236, 0.236, 0.235, 0.227, 1.142, -0.567, 0.114, -0.074, -0.270, 0.131, -0.469, 0.241, -0.658, 0.268, 0.266, 0.262]}